A structure of composition C52H54N8O2W at a distorted geometry, computed with wB97M-V/def2-TZVPD.

Relative energy (zero: lowest compared OMol25 entry of this formula, charge and spin) in kcal per mole: 19.7
Total charge: +4
Total energy in eV: -72603.525
Strongest force on any atom in eV/A: 3.4
Kohn-Sham gap in eV: 6.935
Lowest unoccupied orbital energy in eV: -11.24

Last column: Löwdin charge in e.
Cartesian coordinates (Å):
W -1.02 0.59 -0.26  1.728
O -2.70 0.52 0.15  -0.390
C -3.51 -2.35 1.76  0.029
C -2.18 -1.62 2.13  -0.056
C -0.89 -2.14 1.41  -0.223
C -0.26 -3.15 2.06  0.028
C 0.85 -3.73 1.50  0.029
C 1.13 -3.44 0.23  0.012
C 0.47 -2.38 -0.40  -0.259
C 0.97 -2.00 -1.78  -0.061
C 1.70 -3.07 -2.56  -0.010
O -1.08 0.59 -1.93  -0.345
C 2.83 -2.73 -3.35  -0.117
C 3.77 -1.60 -3.17  0.008
C 4.90 -1.49 -3.85  -0.009
C 5.20 -2.51 -4.85  0.065
C 4.33 -3.54 -5.11  -0.019
C 3.17 -3.62 -4.40  0.025
C 1.15 -4.45 -2.42  -0.221
C 2.08 -5.50 -2.42  -0.028
C 1.64 -6.81 -2.29  -0.008
C 0.28 -7.05 -2.18  -0.034
C -0.64 -6.05 -2.24  -0.033
C -0.23 -4.72 -2.43  0.008
N -0.45 -1.64 0.20  0.060
C -4.53 -2.76 2.68  -0.151
C -4.64 -2.33 4.03  0.021
C -5.75 -2.66 4.74  -0.019
C -6.78 -3.43 4.19  0.022
C -6.58 -4.06 3.00  -0.026
C -5.53 -3.70 2.22  0.039
C -3.90 -2.46 0.34  -0.243
C -5.03 -1.66 0.14  -0.028
C -5.52 -1.48 -1.15  -0.024
C -4.99 -2.31 -2.13  -0.021
C -3.93 -3.24 -1.88  -0.025
C -3.29 -3.21 -0.64  -0.036
H -1.99 -1.70 3.19  0.105
H -2.47 -0.58 1.94  0.074
H -0.66 -3.42 3.06  0.159
H 1.43 -4.42 1.98  0.121
H 1.94 -3.89 -0.29  0.129
H 1.50 -1.08 -1.75  0.080
H 0.10 -1.81 -2.40  0.141
H 3.61 -0.92 -2.33  0.109
H 5.58 -0.67 -3.76  0.119
H 6.13 -2.43 -5.38  0.136
H 4.56 -4.31 -5.78  0.126
H 2.37 -4.42 -4.56  0.160
H 3.13 -5.38 -2.54  0.123
H 2.29 -7.68 -2.29  0.136
H 0.02 -8.10 -2.11  0.132
H -1.71 -6.32 -2.28  0.130
H -0.92 -3.87 -2.59  0.116
H -3.88 -1.68 4.41  0.118
H -5.85 -2.21 5.72  0.132
H -7.72 -3.56 4.77  0.159
H -7.29 -4.80 2.63  0.147
H -5.45 -4.14 1.27  0.123
H -5.51 -1.15 0.95  0.131
H -6.37 -0.75 -1.28  0.150
H -5.42 -2.17 -3.15  0.134
H -3.62 -3.88 -2.72  0.119
H -2.53 -3.92 -0.39  0.107
C -1.66 7.57 -1.45  -0.050
C -0.43 6.72 -1.47  -0.569
C -0.14 6.49 -2.98  -0.013
C 0.70 7.45 -0.77  -0.031
C -0.66 5.36 -0.84  -0.124
C -1.90 4.78 -0.80  0.074
C -1.96 3.44 -0.48  -0.071
N -0.92 2.71 -0.14  -0.078
C 0.30 3.31 -0.08  -0.167
C 0.40 4.64 -0.38  0.073
C 1.47 2.43 0.17  -0.186
C 2.64 2.88 0.75  0.081
C 3.75 2.04 1.03  -0.069
C 3.51 0.63 0.74  0.056
C 2.23 0.28 0.32  -0.111
N 1.20 1.12 0.01  -0.040
C 5.00 2.56 1.71  -0.594
C 5.25 1.66 2.89  -0.024
C 4.81 4.01 2.07  -0.041
C 6.15 2.49 0.75  -0.022
H -1.30 8.55 -1.29  0.081
H -2.26 7.36 -0.51  0.121
H -2.22 7.62 -2.36  0.093
H 0.24 7.48 -3.41  0.129
H -1.10 6.29 -3.56  0.107
H 0.62 5.70 -3.13  0.087
H 0.85 8.45 -1.27  0.126
H 1.60 6.93 -0.67  0.056
H 0.26 7.76 0.20  0.112
H -2.78 5.37 -1.06  0.142
H -2.84 2.88 -0.52  0.100
H 1.41 4.98 -0.42  0.125
H 2.81 3.89 0.98  0.097
H 4.33 -0.06 1.04  0.132
H 2.01 -0.79 0.14  0.088
H 4.48 1.59 3.67  0.105
H 6.24 1.93 3.34  0.128
H 5.43 0.65 2.55  0.070
H 3.92 4.17 2.66  0.095
H 4.84 4.67 1.21  0.112
H 5.61 4.21 2.73  0.097
H 6.36 1.47 0.44  0.096
H 7.02 2.85 1.24  0.095
H 6.00 3.03 -0.18  0.108
N -2.95 2.65 4.39  0.186
N -1.88 2.09 3.72  -0.242
N -0.90 1.50 4.40  0.171
C -0.24 0.90 3.43  -0.171
N -0.72 1.18 2.22  -0.061
N -1.78 1.96 2.45  0.075
H -3.15 3.52 3.93  0.112
H -2.64 2.76 5.35  0.121
H 0.60 0.28 3.54  0.109